A cluster of 14 separate species, C96H211N9O13 in total at a distorted geometry. Source: the OMol25 dataset; level of theory: ωB97M-V/def2-TZVPD.

HOMO: -12.55 eV
max |F|: 0.062 Eh/bohr
orbital gap: 5.65 eV
net charge: +4
LUMO energy: -6.902 eV
E: -5253.909451 a.u.

Atoms and positions in Å:
C (0.15751, -6.37068, -4.24870)
C (0.76157, -6.48444, -2.86293)
C (-0.17416, -6.43045, -1.61601)
O (0.55914, -6.78256, -0.49608)
C (-0.08411, -6.78960, 0.80796)
N (1.41524, -7.84789, -2.63565)
H (2.02729, -8.06241, -3.43447)
H (1.93395, -7.84756, -1.72183)
H (0.73389, -8.62326, -2.60006)
H (0.74412, -6.77155, -5.06288)
H (0.11059, -5.30063, -4.42078)
H (-0.85484, -6.77754, -4.28940)
H (1.58697, -5.77963, -2.76940)
H (-1.08396, -7.06423, -1.75564)
H (-0.53988, -5.37532, -1.54683)
H (0.66552, -7.17826, 1.51619)
H (-0.99628, -7.38456, 0.83008)
H (-0.31255, -5.75852, 1.11231)
C (0.05510, 7.87683, 1.07948)
C (-1.43028, 7.52403, 0.92714)
C (-1.72599, 6.74366, -0.36906)
C (-3.22797, 6.72240, -0.51261)
N (-3.73321, 6.05844, -1.72287)
C (-3.39350, 4.52964, -1.67351)
C (-2.99241, 4.19147, -3.11230)
C (-2.18088, 5.40570, -3.49565)
C (-3.02190, 6.60912, -2.98095)
C (-5.18908, 6.36931, -1.73417)
C (-5.66736, 7.76321, -2.09200)
C (-7.14680, 7.66196, -2.23403)
H (0.68521, 7.00320, 1.26022)
H (0.27534, 8.55465, 1.91345)
H (0.46215, 8.31693, 0.16455)
H (-1.93970, 8.48487, 0.99141)
H (-1.69765, 6.88360, 1.77662)
H (-1.25712, 5.74935, -0.38559)
H (-1.24302, 7.33483, -1.18509)
H (-3.54459, 7.74806, -0.52869)
H (-3.71630, 6.21790, 0.32935)
H (-4.24305, 4.00019, -1.21725)
H (-2.51801, 4.37190, -1.01286)
H (-3.92078, 4.10220, -3.67194)
H (-2.48036, 3.24103, -3.24244)
H (-2.03783, 5.58122, -4.56670)
H (-1.17598, 5.49423, -3.07458)
H (-3.86415, 6.71601, -3.67084)
H (-2.57611, 7.60966, -2.89707)
H (-5.54387, 6.12423, -0.72426)
H (-5.63675, 5.66445, -2.44493)
H (-5.09149, 8.09202, -2.95374)
H (-5.46840, 8.45858, -1.29316)
H (-7.53853, 7.05375, -3.08465)
H (-7.63351, 8.66559, -2.25738)
H (-7.59674, 7.29519, -1.29644)
C (-1.17026, 6.78307, 6.11715)
C (0.12963, 6.31186, 5.46111)
C (0.71982, 5.04696, 6.06118)
C (-0.28746, 3.91841, 5.65575)
N (0.19370, 2.54437, 6.05231)
C (1.48723, 2.15190, 5.39039)
C (1.09324, 1.90680, 3.95396)
C (-0.35426, 1.32508, 4.11630)
C (-0.76637, 1.52161, 5.52603)
C (0.36617, 2.49835, 7.54412)
C (-0.83656, 2.80632, 8.42301)
C (-0.51391, 2.37999, 9.86116)
H (-1.50405, 7.78553, 5.89083)
H (-0.91410, 6.77520, 7.19212)
H (-1.98600, 6.04875, 6.09110)
H (0.81226, 7.16020, 5.58570)
H (-0.00503, 6.22433, 4.38601)
H (0.65477, 5.16770, 7.14989)
H (1.76740, 4.91157, 5.77508)
H (-0.43896, 3.98789, 4.57253)
H (-1.25507, 4.08096, 6.12574)
H (1.85258, 1.21742, 5.82294)
H (2.15469, 2.98676, 5.51677)
H (1.72799, 1.10965, 3.53293)
H (1.16453, 2.77342, 3.26915)
H (-0.44427, 0.28134, 3.82214)
H (-1.02110, 1.86994, 3.43558)
H (-0.57474, 0.64039, 6.14209)
H (-1.79329, 1.87585, 5.69936)
H (1.14429, 3.22462, 7.75678)
H (0.73101, 1.51042, 7.81804)
H (-1.77250, 2.33325, 8.11251)
H (-1.03758, 3.88783, 8.48201)
H (-0.08467, 1.37217, 9.92045)
H (-1.44356, 2.29798, 10.45784)
H (0.14119, 3.05726, 10.42371)
C (-4.60295, 0.10072, 5.53472)
C (-3.90170, 0.32472, 4.20086)
C (-4.92472, 0.20418, 3.09137)
C (-4.30553, 0.32431, 1.73802)
N (-5.32879, 0.20716, 0.62973)
C (-6.39824, 1.30359, 0.71167)
C (-7.70043, 0.52708, 0.43477)
C (-7.47219, -0.79471, 1.15114)
C (-6.04916, -1.13041, 0.73366)
C (-4.55251, 0.38087, -0.64285)
C (-5.31895, 0.24550, -1.99603)
C (-4.37443, 0.57481, -3.19711)
H (-5.45476, 0.77400, 5.65283)
H (-3.90190, 0.31427, 6.34051)
H (-5.03444, -0.91470, 5.62251)
H (-3.08363, -0.39595, 4.03455)
H (-3.46202, 1.32366, 4.08893)
H (-5.70919, 0.88250, 3.37636)
H (-5.31638, -0.81526, 3.11321)
H (-3.52482, -0.39372, 1.49425)
H (-3.91124, 1.33317, 1.67883)
H (-6.16538, 2.04957, -0.05963)
H (-6.51783, 1.78263, 1.70409)
H (-7.94026, 0.45233, -0.64271)
H (-8.52202, 1.00002, 0.98036)
H (-8.05585, -1.67200, 0.88502)
H (-7.49707, -0.70435, 2.24607)
H (-6.07367, -1.47557, -0.29944)
H (-5.42592, -1.77335, 1.34226)
H (-3.79983, -0.41892, -0.57958)
H (-4.02156, 1.34987, -0.59359)
H (-6.14169, 0.92971, -2.15863)
H (-5.70757, -0.75493, -2.16898)
H (-3.53971, -0.12457, -3.22522)
H (-3.93880, 1.58037, -3.18110)
H (-4.92667, 0.43958, -4.15038)
C (5.00744, 7.57110, -9.20546)
C (5.67121, 6.94153, -7.96462)
C (4.74246, 5.93303, -7.29447)
C (5.39078, 5.30129, -6.12588)
N (4.46763, 4.35113, -5.38295)
C (5.29780, 3.76474, -4.18919)
C (5.00787, 2.29659, -4.18695)
C (3.78887, 2.08238, -5.09924)
C (4.05076, 3.12285, -6.17013)
C (3.17694, 5.04669, -4.94473)
C (3.38980, 6.31415, -4.16437)
C (2.15054, 6.67757, -3.37965)
H (4.06872, 8.05403, -8.87038)
H (4.63342, 6.74378, -9.83968)
H (5.56802, 8.30160, -9.79397)
H (5.80301, 7.71223, -7.18130)
H (6.63090, 6.41681, -8.14911)
H (4.43659, 5.13450, -8.00137)
H (3.86842, 6.48462, -6.99123)
H (5.67910, 6.01653, -5.36518)
H (6.28556, 4.76926, -6.44369)
H (4.93408, 4.25920, -3.28415)
H (6.32814, 4.02576, -4.39554)
H (4.81005, 1.99365, -3.14525)
H (5.89317, 1.76194, -4.56047)
H (2.79722, 2.18745, -4.60926)
H (3.94367, 1.08245, -5.52831)
H (3.20843, 3.37136, -6.81825)
H (4.90333, 2.81259, -6.78610)
H (2.58794, 4.36384, -4.34460)
H (2.58412, 5.20358, -5.85530)
H (3.72847, 7.13167, -4.80750)
H (4.17974, 6.18790, -3.40549)
H (1.33608, 6.71744, -4.13422)
H (2.17963, 7.66129, -2.89714)
H (1.85260, 5.91060, -2.66159)
C (1.87344, -8.38708, 9.98651)
C (1.21204, -7.30317, 10.75043)
C (1.77092, -5.89066, 10.52247)
C (1.44437, -5.43769, 9.14390)
N (2.43349, -4.50483, 8.43166)
C (3.67976, -5.26361, 8.06666)
C (4.80699, -4.31365, 8.48839)
C (4.30930, -3.60963, 9.76331)
C (2.84260, -3.40064, 9.40874)
C (1.74924, -3.94654, 7.23827)
C (2.60289, -3.01765, 6.37330)
C (1.65679, -2.19276, 5.46475)
H (2.94875, -8.30429, 10.19306)
H (1.75622, -8.30569, 8.88229)
H (1.52887, -9.40898, 10.21880)
H (1.27878, -7.52950, 11.81139)
H (0.15011, -7.29833, 10.52592)
H (2.86979, -6.03136, 10.60775)
H (1.42695, -5.18529, 11.27562)
H (0.58560, -4.75531, 9.11531)
H (1.22933, -6.16530, 8.35935)
H (3.62300, -5.65468, 7.03643)
H (3.74913, -6.05985, 8.81671)
H (4.97770, -3.55280, 7.72889)
H (5.74784, -4.83608, 8.64766)
H (4.81702, -2.68177, 9.95952)
H (4.44241, -4.26380, 10.62271)
H (2.78327, -2.45274, 8.84099)
H (2.21019, -3.42518, 10.31310)
H (0.85248, -3.40317, 7.56499)
H (1.41754, -4.80595, 6.61061)
H (3.33116, -3.55478, 5.76895)
H (3.17146, -2.33142, 7.00468)
H (0.88541, -1.73817, 6.08269)
H (1.13273, -2.93090, 4.84122)
H (2.12748, -1.46439, 4.80190)
C (2.72793, -3.05622, 1.22668)
C (1.54638, -2.00677, 1.18663)
C (1.52927, -1.27942, -0.15382)
C (0.36648, -0.34919, -0.08999)
N (0.10991, 0.54605, -1.23168)
C (1.36088, 1.19556, -1.92712)
C (1.56935, 2.51460, -1.21861)
C (0.42156, 2.61682, -0.19912)
C (-0.67029, 1.75465, -0.73342)
C (-0.69955, -0.18753, -2.25642)
C (-0.15608, -1.33982, -3.03572)
C (-1.15582, -1.75890, -4.12886)
H (2.93747, -3.33687, 2.26170)
H (3.62342, -2.59371, 0.81764)
H (2.53488, -3.98297, 0.67286)
H (1.75027, -1.32197, 2.00816)
H (0.58064, -2.46476, 1.38431)
H (1.41202, -2.02597, -0.94112)
H (2.52007, -0.74672, -0.18426)
H (0.46763, 0.32813, 0.75276)
H (-0.58645, -0.86095, 0.05322)
H (1.07031, 1.37811, -2.96550)
H (2.17629, 0.47431, -1.79608)
H (1.41801, 3.27146, -2.00430)
H (2.56122, 2.52448, -0.76845)
H (0.06021, 3.63678, -0.03867)
H (0.88782, 2.30557, 0.74820)
H (-0.99927, 2.27017, -1.64854)
H (-1.50308, 1.56824, -0.06380)
H (-0.98417, 0.55714, -2.99353)
H (-1.61534, -0.52764, -1.76866)
H (0.07346, -2.20036, -2.40444)
H (0.75093, -0.95882, -3.52878)
H (-0.68130, -2.34517, -4.93539)
H (-1.58560, -0.83557, -4.58085)
H (-2.00719, -2.31690, -3.72767)
C (-7.50004, -6.47062, -4.09096)
C (-6.76291, -5.29186, -3.41426)
N (-5.95724, -4.42620, -4.32939)
C (-5.42175, -3.34517, -3.57639)
C (-4.83519, -5.13369, -5.01662)
C (-3.83629, -5.89095, -4.24974)
C (-6.93223, -3.83689, -5.31717)
C (-6.47681, -2.45408, -5.76395)
O (-5.09169, -2.45884, -6.07051)
C (-4.73787, -1.72418, -7.26947)
H (-7.89680, -7.12979, -3.30173)
H (-6.83671, -7.11039, -4.72186)
H (-8.36848, -6.15400, -4.69057)
H (-5.99285, -5.81136, -2.80178)
H (-7.44933, -4.71035, -2.76794)
H (-5.07589, -3.75788, -2.63287)
H (-6.29874, -2.72669, -3.38292)
H (-4.68739, -2.74594, -4.11026)
H (-4.32645, -4.43589, -5.68695)
H (-5.35174, -5.80811, -5.71356)
H (-3.14763, -6.22594, -5.04194)
H (-4.20509, -6.81337, -3.77705)
H (-3.23398, -5.29097, -3.54178)
H (-7.89485, -3.91123, -4.78271)
H (-6.96736, -4.51615, -6.16117)
H (-6.80423, -1.71674, -4.98822)
H (-7.00758, -2.27195, -6.71299)
H (-5.62579, -1.89533, -7.89919)
H (-3.92233, -2.23220, -7.79123)
H (-4.61591, -0.65035, -7.05439)
C (7.44639, -2.53785, -4.46145)
C (7.20746, -1.96939, -3.06043)
N (6.30605, -2.66153, -2.11171)
C (6.32663, -1.90466, -0.79308)
C (4.91499, -2.63643, -2.63856)
C (4.26475, -1.35228, -3.06952)
C (6.69523, -4.07551, -1.98609)
C (7.97049, -4.42861, -1.26166)
O (7.67756, -4.51150, 0.14805)
C (8.85962, -4.84358, 0.90743)
H (6.54412, -2.67597, -5.07169)
H (8.02984, -3.45939, -4.43338)
H (8.05819, -1.77136, -4.93402)
H (6.82929, -0.93484, -3.17537)
H (8.19042, -1.81353, -2.57763)
H (7.28874, -2.04344, -0.31145)
H (5.50056, -2.28639, -0.19021)
H (6.20815, -0.85812, -1.05168)
H (4.33802, -3.01487, -1.78488)
H (4.90043, -3.33347, -3.47570)
H (3.21867, -1.57435, -3.34002)
H (4.73504, -1.02148, -4.00208)
H (4.26989, -0.54503, -2.34219)
H (6.55936, -4.42412, -3.03378)
H (5.90550, -4.54773, -1.36600)
H (8.81654, -3.75050, -1.42901)
H (8.24942, -5.40576, -1.68999)
H (8.51800, -5.01597, 1.93454)
H (9.66333, -4.10070, 0.86087)
H (9.26547, -5.78294, 0.50196)
C (-0.61656, -4.80289, -7.23113)
C (-2.03572, -4.70633, -7.70980)
O (-2.94122, -5.07163, -6.92167)
O (-2.18434, -4.26146, -8.83416)
H (-0.26635, -5.85457, -7.20156)
H (-0.53127, -4.38162, -6.23266)
H (0.00193, -4.22751, -7.92473)
C (3.84797, 0.92605, 1.42695)
C (4.90191, 0.94749, 0.42076)
O (6.10144, 1.02181, 0.71590)
O (4.48083, 0.75927, -0.76534)
H (2.83296, 1.03933, 1.01119)
H (4.02040, 1.66636, 2.20648)
H (3.95061, -0.03927, 1.95236)
C (-3.19710, 4.37564, 3.42514)
C (-3.24540, 3.77581, 2.05906)
O (-4.30551, 3.93511, 1.42019)
O (-2.25222, 3.02958, 1.76252)
H (-2.93557, 3.66845, 4.20568)
H (-4.13908, 4.86974, 3.69476)
H (-2.38704, 5.11819, 3.46990)
C (1.65375, -5.49562, 3.75130)
C (1.29202, -6.63632, 4.57989)
O (1.20128, -7.72194, 3.97917)
O (1.16572, -6.47097, 5.83758)
H (2.18356, -4.75841, 4.33361)
H (0.75036, -5.08334, 3.30370)
H (2.28514, -5.88127, 2.91602)
C (0.23894, 1.29317, -6.11171)
C (0.39714, 2.72325, -5.76866)
O (0.47703, 2.95625, -4.50019)
O (0.46423, 3.55714, -6.66569)
H (1.22192, 0.87385, -6.34631)
H (-0.38236, 1.17721, -7.00906)
H (-0.19562, 0.76086, -5.27831)

Cartesian forces, eV/Å:
C -0.6 0.5 0.9
C -0.1 -1.4 1.2
C -1.1 1.6 -0.7
O 0.5 -0.4 0.4
C 0.6 0.4 0.0
N 0.8 -0.6 -0.4
H 0.1 0.0 0.5
H -0.6 0.0 -0.9
H 0.1 0.5 0.1
H 0.3 -0.3 0.0
H -0.3 0.1 -0.3
H 0.1 0.0 -0.1
H 0.0 0.0 0.3
H 0.6 0.1 -0.1
H 0.0 -0.5 0.0
H -0.4 -0.1 -0.2
H 0.1 -0.2 -0.2
H 0.0 -0.1 -0.2
C 0.6 -0.3 -0.1
C 1.3 -0.5 0.4
C 0.6 1.2 0.0
C 0.8 -0.4 0.8
N 1.3 0.4 -0.1
C 0.1 0.2 0.1
C -0.6 0.2 0.6
C 0.3 2.0 -0.6
C -1.3 -1.6 -0.8
C -0.8 -1.3 0.1
C 1.2 -0.5 0.1
C -2.2 0.9 -0.1
H -0.1 -0.2 0.0
H -0.3 0.0 -0.2
H -0.2 0.2 0.1
H -0.6 -0.3 -0.2
H -0.3 0.3 0.0
H -0.1 0.3 0.3
H -0.5 -0.5 0.3
H -0.4 0.5 -0.1
H 0.2 0.0 0.0
H 0.2 0.3 -0.2
H -0.7 0.4 -0.2
H 0.0 0.2 -0.5
H 0.3 0.1 0.2
H -0.1 -0.5 0.1
H -0.1 -0.7 0.2
H 0.3 0.1 -0.2
H 0.1 -0.6 0.5
H 0.0 -0.2 -0.3
H 0.0 0.0 0.1
H -0.5 0.4 -0.3
H 0.3 0.3 0.3
H 0.5 0.5 0.6
H 0.5 -0.6 -0.5
H 0.3 -0.4 -0.3
C 0.4 -1.3 1.7
C 0.0 1.5 -0.4
C -1.7 -0.1 0.3
C 1.6 0.7 -0.2
N -0.4 0.0 0.6
C -0.3 0.7 -0.5
C -0.2 -1.3 -0.6
C -0.3 0.6 -2.1
C -0.1 0.0 1.5
C -0.1 0.1 0.3
C -0.1 0.7 0.6
C -0.6 -0.6 0.8
H 0.0 0.0 -0.4
H -0.3 0.4 -0.1
H -0.1 0.4 -0.6
H 0.2 -0.3 0.0
H 0.1 -0.2 -0.3
H 0.4 0.0 -0.1
H -0.3 -0.2 -0.1
H 0.1 -0.5 0.2
H 0.1 -0.1 0.1
H -0.1 0.3 0.3
H 0.6 -0.1 0.2
H 0.0 0.5 0.1
H -0.2 -0.3 0.6
H 0.3 -0.1 0.1
H 0.0 0.0 0.0
H -0.2 -0.1 -0.1
H 0.4 -0.2 -0.2
H 0.2 -0.1 0.1
H 0.1 -0.1 -0.3
H 0.2 -0.2 -0.2
H 0.0 -0.3 -0.4
H 0.1 0.2 -0.2
H 0.4 0.3 -0.4
H 0.0 -0.1 -0.5
C 0.1 0.0 0.1
C 0.1 -0.1 -0.4
C 0.5 -2.0 0.4
C -0.7 1.7 -0.3
N 0.2 1.0 0.5
C -1.0 -0.3 -0.4
C -0.7 0.4 0.5
C 1.3 -1.0 0.3
C 0.4 0.7 -1.1
C -0.1 -0.4 -1.0
C 1.0 0.6 -0.5
C -0.2 -0.6 0.0
H 0.1 0.2 0.0
H -0.2 -0.3 0.3
H 0.5 0.4 0.0
H -0.2 0.1 0.2
H 0.0 0.0 0.4
H -0.4 0.4 -0.6
H -0.4 0.0 0.6
H 0.0 -0.2 0.4
H 0.5 0.2 -0.5
H 0.0 -0.1 0.6
H 0.9 -0.4 -0.7
H 0.1 -0.2 0.6
H 0.0 0.3 -0.6
H -0.6 0.3 -0.1
H -0.3 0.2 -0.3
H 0.0 -0.4 0.2
H -0.2 -0.3 0.1
H 0.0 0.2 -0.3
H -0.4 -0.4 0.2
H -0.4 0.2 0.7
H 0.0 -0.1 0.2
H 0.1 -0.1 0.0
H -0.3 -0.1 0.2
H 0.3 0.2 0.6
C -1.1 -0.8 0.4
C 0.2 0.2 0.3
C -0.4 -0.1 -1.3
C -0.4 -0.4 0.6
N 0.4 -0.3 0.3
C -1.2 1.2 -0.5
C -0.1 -0.6 1.1
C 0.6 -0.6 -0.1
C 0.0 0.3 -0.2
C 0.2 -0.1 -0.3
C 1.2 0.3 0.9
C -1.5 0.4 -1.1
H 0.5 0.0 -0.1
H 0.5 0.5 -0.1
H 0.2 -0.3 0.3
H 0.5 -0.1 -0.5
H -0.3 0.7 -0.2
H 0.0 0.5 0.2
H -0.6 0.0 0.0
H 0.2 0.3 0.0
H 0.0 -0.3 0.2
H 0.3 0.0 -0.2
H 0.1 0.0 0.2
H 0.2 -0.3 -0.4
H -0.4 -0.1 0.1
H 0.6 -0.1 -0.3
H -0.7 0.2 0.0
H 0.0 0.0 0.1
H -0.1 0.2 0.1
H 0.0 -0.5 0.0
H 0.2 0.0 0.3
H -0.2 0.0 0.1
H 0.1 -0.1 -0.4
H 0.0 0.1 0.6
H 0.3 -0.3 -0.1
H 0.2 0.0 0.1
C 1.0 -0.7 -1.4
C -1.3 0.5 0.8
C 1.3 -1.3 -0.1
C -1.1 1.7 -2.0
N 0.2 0.0 1.2
C 0.7 0.2 1.2
C 0.5 0.4 -0.5
C -0.3 -1.2 -0.7
C 0.2 0.6 0.1
C -0.3 0.1 -1.1
C -0.1 0.9 0.2
C -0.2 -1.3 0.1
H 0.0 -0.5 -0.1
H 0.0 0.1 0.6
H 0.1 0.6 0.2
H 0.0 0.1 0.2
H -0.4 0.1 0.0
H -0.4 0.4 0.2
H 0.0 -0.1 0.0
H -0.3 -0.5 0.5
H 0.1 -0.5 0.4
H 0.0 0.2 0.6
H -0.2 -0.3 -0.7
H 0.1 0.0 -0.2
H 0.0 -0.1 -0.1
H 0.2 0.3 0.0
H -0.1 0.0 0.1
H -0.4 -0.5 0.7
H 0.0 0.2 -0.8
H 0.3 -0.1 0.3
H 0.0 0.0 0.3
H 0.0 -0.2 0.0
H 0.1 0.1 -0.1
H 0.0 0.4 0.0
H 0.0 0.4 -0.1
H 0.2 0.0 0.2
C -1.0 0.4 0.3
C 1.4 -1.3 0.0
C 0.9 -0.1 0.9
C -0.2 0.8 0.4
N -0.4 0.0 -1.6
C -0.5 -1.1 0.7
C -0.5 0.4 -0.6
C 1.3 0.9 1.0
C 0.7 0.3 -1.1
C -1.3 0.5 -0.1
C 0.9 -0.3 -0.6
C -0.2 0.8 -0.3
H 0.0 -0.1 -0.1
H 0.1 0.1 0.0
H -0.2 0.2 0.0
H -0.1 0.3 0.0
H -0.1 -0.3 0.1
H 0.3 0.2 -0.1
H -0.9 -0.4 -0.6
H 0.2 -0.2 0.3
H 0.1 -0.3 0.1
H 0.0 -0.2 0.0
H -0.1 0.4 -0.3
H 0.5 0.0 0.3
H -0.1 0.3 -0.1
H 0.1 -0.1 0.0
H -0.8 -0.1 0.1
H -0.3 -0.3 0.2
H 0.0 -0.4 0.2
H -0.1 0.3 0.0
H -0.1 0.2 0.3
H 0.2 0.1 -0.1
H 0.0 -0.5 0.1
H -0.3 0.2 0.4
H 0.3 -0.7 0.0
H 0.1 -0.1 0.0
C -0.1 0.0 -0.4
C 0.8 -2.4 0.6
N -0.8 -0.5 -0.6
C -0.2 1.3 2.2
C -1.0 -0.6 -2.1
C 1.0 -0.9 0.8
C 0.4 -0.6 -0.2
C -0.6 0.2 -0.9
O -0.1 0.5 0.3
C -1.5 -0.7 -0.2
H 0.2 0.4 -0.2
H -0.4 0.7 0.5
H 0.4 -0.1 0.1
H -0.5 0.7 0.1
H 0.6 0.0 -0.5
H 0.4 0.2 0.1
H 0.3 0.3 0.6
H 0.0 -0.4 0.0
H -0.2 0.0 0.3
H 0.3 0.0 0.1
H -0.1 0.3 0.1
H 0.0 0.4 0.2
H -0.3 -0.2 -0.1
H 0.2 0.8 -0.6
H 0.0 -0.1 -0.1
H 0.5 -0.1 -0.8
H -0.2 0.3 0.5
H 0.5 0.6 -0.4
H 0.3 0.2 0.5
H 0.2 -0.4 -0.2
C -0.2 -0.1 0.5
C 1.1 1.8 -0.5
N 0.3 1.3 0.3
C 0.2 -0.1 -0.6
C -1.1 -0.7 0.6
C 0.2 0.4 -1.0
C -1.3 -0.8 0.1
C 0.1 -0.2 0.4
O 0.7 0.3 -1.0
C -0.4 -0.8 -0.3
H 0.2 0.0 0.2
H -0.1 0.0 -0.1
H 0.0 -0.1 -0.2
H -0.1 -0.6 0.2
H -0.5 -0.4 0.0
H -0.1 -0.2 0.0
H 0.3 0.2 0.0
H -0.3 0.2 0.3
H 0.0 -0.4 -0.4
H -0.1 -0.2 0.1
H 0.3 -0.1 0.2
H -0.1 0.3 0.1
H 0.2 0.0 0.3
H 0.7 -0.4 0.9
H 0.3 0.1 -0.4
H -0.2 0.1 -0.1
H 0.2 0.1 0.4
H 0.2 0.2 -0.3
H -0.4 0.2 0.0
H 0.0 0.1 0.3
C 1.2 -0.3 0.1
C -0.2 0.0 -0.2
O -0.5 -0.4 1.1
O -0.3 0.7 -1.3
H -0.2 0.5 0.0
H 0.1 0.1 0.3
H 0.1 -0.2 0.2
C -1.2 -0.1 2.2
C 1.8 -0.4 -2.2
O -0.3 0.1 0.6
O -0.6 -0.1 -0.8
H 0.4 -0.1 0.2
H 0.0 0.2 0.0
H -0.3 0.1 -0.1
C 0.1 1.5 0.9
C 0.1 -1.6 0.3
O 0.2 -0.1 -0.8
O -0.4 0.4 -0.5
H -0.1 -0.5 0.0
H 0.3 -0.1 -0.1
H -0.2 0.0 -0.1
C 0.9 1.0 -1.8
C -0.1 -2.7 1.7
O -0.4 0.1 -0.2
O 0.0 0.5 -0.3
H 0.1 0.5 -0.1
H -0.1 0.3 0.0
H -0.3 0.5 0.6
C -0.3 -1.0 -1.0
C 0.0 0.9 1.5
O 0.1 0.0 0.1
O 0.3 0.5 -0.3
H 0.0 -0.1 0.0
H 0.2 -0.1 0.2
H -0.1 -0.3 0.2